Record 1
Here is a cluster of 2 separate species, CH2BrCl in total at a distorted geometry from the OMol25 dataset. Energies are from ωB97M-V/def2-TZVPD.

Energy relative to the best compared isomer or geometry (same formula, charge and spin) in kJ/mol: 243.8
Lowest unoccupied orbital energy in eV: -0.01
DFT total energy in eV: -83631.507
HOMO-LUMO gap in eV: 9.7
Largest force on an atom in Eh/bohr: 0.096
E_HOMO in eV: -9.75

CARTESIAN COORDINATES (ANGSTROEM)
C 0.12 -0.03 0.23
Cl 0.18 1.67 -0.09
Br -1.64 -0.81 -0.07
H 0.66 -0.27 1.18
H 0.68 -0.55 -1.26

Record 2
Here is an isolated molecule of C2H3BrO at a distorted geometry from the OMol25 dataset. Energies are from ωB97M-V/def2-TZVPD.

Energy relative to the best compared isomer or geometry (same formula, charge and spin) in kJ/mol: 181.9
Lowest unoccupied orbital energy in eV: 0.93
DFT total energy in eV: -74210.527
HOMO-LUMO gap in eV: 11.0
Largest force on an atom in Eh/bohr: 0.073
E_HOMO in eV: -10.06

CARTESIAN COORDINATES (ANGSTROEM)
C 0.58 -0.03 -0.46
C -0.49 0.03 0.51
O 0.29 1.22 0.08
Br -2.16 -0.26 -0.05
H 1.43 -0.48 0.00
H 0.50 -0.26 -1.56
H -0.15 -0.22 1.47

Question: Number 1 is which compound?
Answer: CH2BrCl

Question: Among the records above, which one has the highest E_HOMO?
Answer: CH2BrCl

Question: What is the lowest unoccupied orbital energy in the first record?
Answer: -0.01 eV